(1)
ORCA calculation (wB97M-V/def2-TZVPD) on 10 unconnected molecules or ions with the total composition C18H59N3O10 at a distorted geometry.

Results
M (g/mol): 477.681
Orbital gap (alpha / beta) (eV): 2.070 / 9.458
Total charge: -1
Energy above the lowest of the compared OMol25 structures with the same formula, charge and spin (eV): 0.217
2S+1: 2
E_HOMO (alpha / beta) (eV): 0.20 / -7.25
⟨S²⟩: 0.7504

Each line ends with the Löwdin charge.
Positions of all 90 atoms, in Å:
1 C 8.75 10.42 -4.68  -0.074
2 C 7.75 9.29 -4.37  -0.326
3 O 8.37 8.37 -3.49  -0.088
4 H 9.01 10.84 -3.71  0.069
5 H 8.27 11.16 -5.33  0.059
6 H 9.61 9.98 -5.17  0.069
7 H 7.38 8.73 -5.23  0.109
8 H 6.94 9.75 -3.82  0.088
9 H 7.67 7.89 -3.04  0.077
10 C 1.51 11.47 -0.70  -0.107
11 C 1.69 12.69 0.15  -0.324
12 O 0.43 13.02 0.74  -0.096
13 H 2.22 11.34 -1.51  0.057
14 H 0.56 11.53 -1.23  0.070
15 H 1.40 10.52 -0.18  0.078
16 H 2.13 13.53 -0.39  0.106
17 H 2.34 12.40 0.97  0.103
18 H 0.20 12.24 1.26  0.071
19 C 3.33 11.65 -5.65  -0.078
20 C 3.25 10.44 -4.63  -0.305
21 O 4.46 10.26 -3.93  -0.116
22 H 2.55 11.50 -6.40  0.046
23 H 4.32 11.66 -6.12  0.053
24 H 3.25 12.61 -5.15  0.027
25 H 3.15 9.46 -5.09  0.107
26 H 2.47 10.73 -3.93  0.093
27 H 4.50 11.05 -3.39  0.058
28 O 0.33 8.67 -3.69  -0.063
29 H -0.20 9.44 -3.47  0.022
30 H 0.07 8.46 -4.59  -0.011
31 O 2.68 15.12 -5.48  -0.285
32 H 3.58 15.42 -5.60  -0.061
33 H 2.16 15.92 -5.45  -0.023
34 O 0.17 13.28 -7.06  -0.128
35 H -0.38 12.76 -6.48  0.001
36 H 0.73 13.79 -6.47  -0.020
37 O 3.10 8.03 -2.60  -0.058
38 H 3.80 7.45 -2.90  0.026
39 H 3.41 8.91 -2.82  -0.019
40 C 6.08 13.39 -3.52  -0.091
41 C 6.69 13.33 -2.13  -0.419
42 C 7.99 14.16 -2.02  -0.170
43 O 8.46 14.01 -0.65  -0.215
44 C 9.13 15.18 -0.16  -0.117
45 N 5.64 13.51 -1.06  0.050
46 H 5.16 12.80 -3.55  0.045
47 H 6.76 12.96 -4.26  0.068
48 H 5.87 14.39 -3.89  0.047
49 H 6.92 12.27 -2.02  0.119
50 H 7.79 15.19 -2.33  0.119
51 H 8.75 13.64 -2.60  0.120
52 H 9.42 15.01 0.88  0.077
53 H 8.43 16.01 -0.10  0.083
54 H 10.06 15.39 -0.69  0.082
55 H 6.15 13.84 -0.26  0.044
56 H 5.15 14.37 -1.25  0.045
57 C 6.72 14.85 -10.95  -0.059
58 C 6.08 13.44 -10.91  -0.471
59 C 5.82 12.70 -9.58  -0.186
60 O 7.09 12.26 -9.11  -0.208
61 C 7.10 10.94 -8.62  -0.120
62 N 4.89 13.56 -11.63  0.005
63 H 6.15 15.54 -10.32  0.064
64 H 6.64 15.26 -11.95  0.072
65 H 7.74 14.82 -10.56  0.072
66 H 6.64 12.80 -11.59  0.130
67 H 5.14 11.88 -9.81  0.109
68 H 5.37 13.36 -8.83  0.111
69 H 8.14 10.68 -8.40  0.088
70 H 6.73 10.25 -9.37  0.079
71 H 6.39 10.91 -7.79  0.077
72 H 4.48 14.39 -11.23  0.064
73 H 4.21 12.89 -11.30  0.062
74 C 2.02 7.70 -8.27  -0.048
75 C 0.47 7.84 -8.05  -0.419
76 C -0.18 6.60 -7.45  -0.196
77 O 0.13 5.40 -8.19  -0.196
78 C -0.31 5.34 -9.58  -0.087
79 N 0.32 8.91 -7.05  0.039
80 H 2.42 8.43 -8.98  0.071
81 H 2.22 6.70 -8.65  0.063
82 H 2.65 7.65 -7.38  0.074
83 H 0.09 8.00 -9.06  0.112
84 H -1.24 6.80 -7.37  0.115
85 H 0.05 6.42 -6.40  0.126
86 H -0.27 6.30 -10.09  0.068
87 H -1.36 5.08 -9.62  0.079
88 H 0.27 4.63 -10.18  0.085
89 H -0.63 9.21 -6.87  0.066
90 H 0.78 9.68 -7.51  0.063

=====

(2)
ORCA calculation (wB97M-V/def2-TZVPD) on 12 unconnected molecules or ions with the total composition C18H60N10O12 at a distorted geometry.

Results
M (g/mol): 608.736
Orbital gap (eV): 8.953
Energy above the lowest of the compared OMol25 structures with the same formula, charge and spin (eV): 7.927
Structure (SMILES): NC(N)=O.NC(N)=O.NC(N)=O.NC(N)=O.NC(N)=O.CC(C)O.CC(C)O.CC(C)O.CO.CO.CO.CO
2S+1: 1
E_HOMO (eV): -8.83

Each line ends with the Löwdin charge.
Positions of all 100 atoms, in Å:
1 N -4.04 -2.03 2.59  0.173
2 C -2.92 -1.52 3.00  -0.525
3 N -2.91 -1.26 4.29  0.125
4 O -1.75 -1.26 2.17  -0.178
5 H -4.09 -2.30 1.61  0.056
6 H -4.86 -2.08 3.14  0.110
7 H -2.03 -0.71 4.49  0.037
8 H -3.79 -0.86 4.75  0.148
9 N -1.28 2.02 2.69  0.166
10 C -0.53 1.38 3.55  -0.577
11 N 0.66 1.55 3.20  0.149
12 O -0.98 0.40 4.42  -0.124
13 H -2.29 2.09 2.80  0.115
14 H -1.05 2.35 1.74  0.067
15 H 1.53 0.99 3.52  0.132
16 H 0.95 2.26 2.48  0.070
17 N 2.88 2.58 0.30  0.134
18 C 2.59 3.23 1.41  -0.627
19 N 1.37 3.65 1.48  0.169
20 O 3.47 3.26 2.43  -0.073
21 H 3.83 2.24 0.21  0.133
22 H 2.57 2.84 -0.66  0.085
23 H 0.90 4.08 2.30  0.167
24 H 0.70 3.51 0.73  0.079
25 N -0.28 -0.81 -0.21  0.162
26 C 0.49 0.20 -0.41  -0.563
27 N 1.07 0.69 0.65  0.219
28 O 0.70 0.62 -1.68  -0.129
29 H -0.62 -1.28 -1.10  0.106
30 H -0.75 -1.01 0.69  0.084
31 H 1.88 1.35 0.50  0.050
32 H 0.62 0.75 1.57  0.087
33 N 2.08 4.42 -4.43  0.128
34 C 2.04 3.63 -3.40  -0.599
35 N 1.23 2.63 -3.62  0.167
36 O 2.91 3.75 -2.32  -0.123
37 H 2.90 5.04 -4.66  0.142
38 H 1.37 4.38 -5.21  0.140
39 H 1.14 1.92 -2.92  0.034
40 H 0.76 2.42 -4.52  0.145
41 C 3.96 -0.62 1.58  -0.023
42 C 3.15 -0.65 2.87  -0.655
43 C 3.68 -1.65 3.93  -0.014
44 O 3.08 0.43 3.46  -0.022
45 H 3.75 0.26 1.00  0.037
46 H 3.70 -1.56 1.01  0.100
47 H 5.03 -0.67 1.81  0.087
48 H 2.16 -0.91 2.59  0.121
49 H 4.65 -1.35 4.27  0.070
50 H 3.72 -2.68 3.57  0.088
51 H 3.00 -1.60 4.75  0.074
52 H 4.01 0.71 3.57  0.155
53 C 0.52 -1.35 -4.09  -0.031
54 C -0.51 -2.33 -3.53  -0.620
55 C 0.21 -3.58 -2.96  -0.008
56 O -1.18 -1.85 -2.61  -0.029
57 H 0.13 -0.33 -4.13  0.072
58 H 0.94 -1.64 -5.06  0.088
59 H 1.39 -1.36 -3.43  0.061
60 H -1.10 -2.71 -4.41  0.147
61 H 0.91 -3.29 -2.22  0.062
62 H 0.75 -4.14 -3.71  0.083
63 H -0.58 -4.21 -2.55  0.072
64 H -1.59 -1.02 -2.91  0.138
65 C -5.16 0.25 0.28  -0.022
66 C -3.76 0.75 0.17  -0.612
67 C -3.07 0.18 -1.04  -0.026
68 O -3.62 2.00 -0.05  0.009
69 H -5.56 0.41 1.30  0.085
70 H -5.24 -0.84 -0.01  0.088
71 H -5.79 0.80 -0.39  0.075
72 H -3.21 0.50 1.02  0.102
73 H -2.90 -0.90 -1.08  0.068
74 H -2.05 0.56 -1.16  0.064
75 H -3.56 0.43 -1.94  0.087
76 H -3.83 2.38 0.80  0.128
77 C 4.09 -0.27 -2.11  -0.139
78 O 3.30 0.90 -2.20  -0.157
79 H 3.79 -0.90 -2.92  0.052
80 H 4.05 -0.78 -1.15  0.054
81 H 5.15 0.02 -2.33  0.097
82 H 2.38 0.57 -2.11  0.009
83 C -3.14 -3.60 -0.69  -0.093
84 O -4.23 -3.17 0.15  -0.142
85 H -2.25 -3.16 -0.33  0.040
86 H -3.51 -3.32 -1.67  0.090
87 H -3.10 -4.66 -0.68  0.080
88 H -5.00 -3.40 -0.34  0.073
89 C -0.63 3.43 -1.18  -0.128
90 O -1.10 3.01 0.08  -0.183
91 H 0.39 3.11 -1.24  0.033
92 H -0.76 4.51 -1.33  0.101
93 H -1.22 2.86 -1.93  0.105
94 H -2.01 2.75 -0.14  0.045
95 C 0.10 -3.89 0.74  -0.131
96 O 1.19 -2.95 0.58  -0.126
97 H -0.40 -4.01 -0.20  0.028
98 H -0.70 -3.52 1.43  0.074
99 H 0.32 -4.86 1.13  0.069
100 H 0.82 -2.14 0.22  -0.009

=====

(3)
ORCA calculation (wB97M-V/def2-TZVPD) on 12 unconnected molecules or ions with the total composition C18H60O12 at a distorted geometry.

Results
M (g/mol): 468.666
Orbital gap (eV): 9.128
Energy above the lowest of the compared OMol25 structures with the same formula, charge and spin (eV): 4.403
Structure (SMILES): CC(C)O.CC(C)O.CC(C)O.CO.CO.CO.CO.CO.CO.CO.CO.CO
2S+1: 1
E_HOMO (eV): -9.10

Each line ends with the Löwdin charge.
Positions of all 90 atoms, in Å:
1 C -2.13 -3.46 0.68  -0.061
2 C -3.12 -3.45 -0.46  -0.455
3 C -2.45 -3.74 -1.82  -0.048
4 O -4.08 -4.50 -0.16  -0.068
5 H -1.37 -2.70 0.53  0.060
6 H -1.58 -4.40 0.65  0.091
7 H -2.61 -3.30 1.65  0.077
8 H -3.68 -2.52 -0.44  0.115
9 H -2.37 -4.80 -2.06  0.084
10 H -1.51 -3.23 -2.02  0.064
11 H -3.03 -3.31 -2.64  0.066
12 H -4.61 -4.69 -0.94  0.077
13 C 0.31 3.68 3.00  -0.043
14 C 0.67 2.52 3.94  -0.454
15 C -0.05 2.60 5.34  -0.038
16 O 0.20 1.35 3.35  -0.091
17 H 0.73 3.44 2.02  0.068
18 H 0.64 4.65 3.37  0.079
19 H -0.76 3.87 2.93  0.072
20 H 1.73 2.42 4.17  0.140
21 H -0.10 1.62 5.81  0.078
22 H -1.06 2.96 5.15  0.071
23 H 0.42 3.34 5.98  0.072
24 H -0.74 1.40 3.15  0.050
25 C 1.04 0.37 -5.85  -0.057
26 C -0.01 1.27 -5.30  -0.501
27 C 0.45 1.96 -4.01  -0.052
28 O -0.19 2.29 -6.25  -0.048
29 H 1.42 -0.30 -5.08  0.079
30 H 1.92 0.94 -6.15  0.088
31 H 0.75 -0.20 -6.74  0.085
32 H -0.94 0.72 -5.17  0.136
33 H 0.95 1.22 -3.38  0.062
34 H -0.36 2.45 -3.47  0.064
35 H 1.18 2.74 -4.25  0.087
36 H -0.75 2.90 -5.77  0.081
37 C 1.33 -3.77 -0.73  -0.157
38 O 1.41 -4.23 0.63  -0.129
39 H 0.94 -2.76 -0.86  0.053
40 H 2.30 -3.70 -1.23  0.066
41 H 0.86 -4.53 -1.36  0.075
42 H 1.87 -3.55 1.13  0.001
43 C 0.71 0.05 0.42  -0.120
44 O 0.83 0.34 -0.95  -0.140
45 H -0.21 0.47 0.83  0.069
46 H 0.64 -1.01 0.64  0.068
47 H 1.60 0.37 0.97  0.091
48 H 0.93 1.29 -1.04  0.030
49 C -0.24 -1.95 3.61  -0.108
50 O 1.02 -1.30 3.42  -0.146
51 H -0.07 -3.02 3.65  0.092
52 H -0.76 -1.60 4.50  0.083
53 H -0.82 -1.81 2.70  0.056
54 H 0.84 -0.36 3.35  0.033
55 C -2.32 0.03 -2.09  -0.171
56 O -3.46 -0.25 -2.87  -0.106
57 H -2.10 1.10 -2.12  0.054
58 H -2.45 -0.21 -1.03  0.073
59 H -1.41 -0.45 -2.42  0.074
60 H -4.25 -0.27 -2.32  0.074
61 C -1.93 3.40 -0.11  -0.128
62 O -3.06 2.57 0.15  -0.130
63 H -1.91 3.57 -1.19  0.079
64 H -1.96 4.30 0.49  0.087
65 H -1.03 2.86 0.20  0.062
66 H -3.85 3.11 0.13  0.095
67 C 4.05 -0.63 -1.60  -0.152
68 O 2.82 -0.91 -2.25  -0.130
69 H 4.20 -1.27 -0.73  0.068
70 H 4.94 -0.65 -2.21  0.079
71 H 3.96 0.40 -1.24  0.053
72 H 2.18 -0.46 -1.69  -0.001
73 C 2.88 3.15 -1.15  -0.104
74 O 1.47 3.06 -0.89  -0.152
75 H 3.36 2.86 -0.22  0.084
76 H 3.20 2.45 -1.93  0.076
77 H 3.18 4.18 -1.33  0.087
78 H 1.09 3.75 -1.44  0.081
79 C 4.36 -2.26 2.31  -0.104
80 O 2.97 -2.51 1.95  -0.152
81 H 4.49 -2.31 3.39  0.074
82 H 5.07 -3.01 1.96  0.081
83 H 4.65 -1.25 2.01  0.070
84 H 2.41 -2.01 2.55  0.025
85 C -3.47 0.17 2.93  -0.123
86 O -2.42 0.98 2.47  -0.153
87 H -4.32 0.84 3.09  0.086
88 H -3.66 -0.57 2.16  0.076
89 H -3.17 -0.39 3.81  0.083
90 H -2.66 1.53 1.72  0.039

=====

Per-record E, eV: -44563.358 -59105.169 -44205.077